# 1
Below is CH2ClNOS2 as an isolated structure, with properties calculated with ωB97M-V/def2-TZVPD.

The geometry in XYZ format:
```
8
Properties=species:S:1:pos:R:3:forces:R:3:lowdin_charge:R:1
C -1.25551 0.28146 0.67639 -2.18 0.35 0.51 -0.7089
N 1.74636 -0.46679 -0.52569 -0.68 -0.86 -1.16 -1.0683
O -0.38026 1.01876 0.98861 0.90 0.33 0.41 -0.1217
S -1.63239 -0.47235 -0.85689 -2.41 -0.97 0.85 0.8107
S 1.69781 1.03854 -0.72608 0.16 1.21 -0.06 0.6787
Cl 2.65024 -1.10254 0.72963 0.80 -0.43 1.09 0.5018
H -2.19717 0.13807 1.36339 1.46 -0.14 -0.96 0.1079
H -0.62908 -0.43514 -1.64937 1.95 0.52 -0.68 -0.2001
```
Forces are in eV/Å.

Output
LUMO level = -1.3 eV
HOMO = -9.05 eV
ΔE to the lowest compared entry with this formula, charge and spin = 2.108 eV

# 2
Below is C9H14HoN2O5 as an isolated structure, with properties calculated with ωB97M-V/def2-TZVPD.

The geometry in XYZ format:
```
31
Properties=species:S:1:pos:R:3:forces:R:3:lowdin_charge:R:1
Ho 0.01912 0.40886 -2.09650 0.15 -1.61 4.48 1.5258
C 0.01093 2.32819 -3.53344 -0.16 6.39 -6.00 0.0085
O -0.01042 3.13185 -4.38529 0.14 -4.70 5.09 0.2649
C -0.00036 -0.39544 -4.39946 -0.12 -1.13 -6.10 -0.0613
O -0.02746 -0.48378 -5.54495 0.12 0.22 4.56 0.2802
C -2.08108 0.50510 -3.23377 -7.07 1.55 -3.79 -0.0076
O -3.03080 0.73551 -3.86963 5.18 -1.39 3.48 0.2648
C 2.12405 0.50902 -3.26009 6.63 1.26 -3.66 -0.0052
O 3.06790 0.70758 -3.90823 -4.88 -1.13 3.36 0.2645
H -0.04873 -4.58069 -2.41414 -0.01 0.09 -0.29 0.0149
H -0.06689 -4.44356 -3.15381 0.01 -0.04 0.29 0.0077
C 2.36119 -0.00842 0.98385 0.31 -0.29 -0.06 -0.0079
N 1.17179 0.03435 1.86665 0.18 -0.07 -1.31 -0.0699
C 1.47331 -0.06112 3.28572 0.13 0.12 1.22 -0.0132
C -0.02065 0.02934 1.24754 0.06 0.33 2.56 -0.4000
O 0.00659 -0.08782 -0.04129 -0.10 0.76 -3.05 -0.2477
N -1.22088 0.19151 1.82104 1.21 -0.10 -1.19 -0.0848
C -1.47036 0.13721 3.25114 -0.47 0.13 0.73 0.0150
C -2.37354 0.29572 0.93453 -0.33 -0.29 0.15 -0.0103
H 3.25932 -0.03564 1.63154 -0.58 -0.03 -0.63 0.1169
H 2.44803 0.89881 0.34353 -0.14 -0.41 0.40 0.0928
H 2.32785 -0.92495 0.35543 0.25 0.53 0.39 0.1043
H 1.22531 0.82555 3.86534 -0.10 0.24 -0.27 0.1147
H 0.99422 -0.90780 3.76133 0.00 -0.27 -0.12 0.1139
H 2.53907 -0.17757 3.42857 0.12 -0.16 -0.23 0.1046
H -2.09700 0.97569 3.56311 -0.06 -0.11 -0.21 0.1238
H -1.96240 -0.80478 3.50063 -0.03 0.08 0.01 0.1282
H -0.55599 0.21740 3.81221 -0.27 -0.03 -0.02 0.0536
H -2.34791 1.18518 0.28897 0.14 0.05 0.23 0.0906
H -2.48114 -0.59857 0.30593 -0.14 0.09 0.28 0.1016
H -3.23306 0.39331 1.59353 -0.19 -0.06 -0.31 0.1167
```
Forces are in eV/Å.

Output
LUMO level (spin up / spin down) = -14.1 / -14.0 eV
charge = +3
HOMO (spin up / spin down) = -18.73 / -18.73 eV
spin multiplicity = 5
<S²> = 6.004

# 3
Below is an isolated ion of composition C6H12NO and charge -1, with properties calculated with ωB97M-V/def2-TZVPD.

The geometry in XYZ format:
```
20
Properties=species:S:1:pos:R:3:forces:R:3:lowdin_charge:R:1
C 1.41893 -0.58539 -1.62282 0.42 -0.16 -0.12 -0.1255
N 0.62796 0.19142 -0.72666 -0.14 0.75 -0.45 -0.2158
C 1.26734 1.40922 -0.23583 -0.19 -1.35 0.36 -0.2041
C 0.55140 1.72249 1.08625 0.08 0.60 -0.36 -0.1828
C -0.12180 0.41623 1.50613 -0.33 -0.37 0.17 -0.1478
C -0.17054 -0.50756 0.26442 0.00 0.38 0.61 -0.3211
C -1.61147 -0.80223 -0.24737 0.13 -0.15 -0.40 -0.5339
O -2.13709 -1.93776 0.21151 -0.17 0.24 0.23 -0.3531
H 0.84355 -1.19449 -2.32493 -0.26 0.04 0.20 0.0751
H 2.09269 -1.27412 -1.07772 0.09 -0.05 -0.02 0.0765
H 2.05402 0.06828 -2.23336 -0.09 0.00 0.06 0.0704
H 2.31823 1.17493 0.02342 0.16 0.36 -0.31 0.1013
H 1.20058 2.16948 -1.02066 0.26 0.21 0.29 0.1051
H -0.15497 2.55494 0.98791 -0.06 -0.24 -0.14 0.0962
H 1.30504 2.05862 1.79740 -0.05 0.02 0.23 0.0850
H 0.42581 -0.06103 2.32808 -0.02 0.09 -0.14 0.0967
H -1.14676 0.57130 1.85336 0.11 0.05 0.08 0.0981
H 0.23824 -1.48106 0.56698 0.22 -0.12 -0.38 0.1239
H -1.50298 -0.74059 -1.37062 -0.04 -0.15 0.01 0.0740
H -2.17149 0.16186 -0.02086 -0.12 -0.13 0.07 0.0818
```
Forces are in eV/Å.

Output
LUMO level = 3.8 eV
charge = -1
HOMO = -2.15 eV
ΔE to the lowest compared entry with this formula, charge and spin = 0.179 eV
SMILES string = CN1CCC[C@H]1C[O-]